Formula: C20H15N4O6S4Tc
Source: OMol25
Level of theory: wB97M-V/def2-TZVPD

Structure (XYZ):
```
50
C20H15N4O6S4Tc wB97M-V/def2-TZVPD
H 1.966 -0.992 4.299
O 0.900 -1.104 0.629
H 4.272 0.954 -4.972
Tc -0.637 -0.265 -0.182
C 1.040 0.806 5.029
H -4.118 1.807 -2.211
C 4.261 -0.348 -1.863
H -0.741 -2.668 -1.657
C 3.879 0.597 -4.030
C -4.769 0.942 -2.124
H 2.544 -0.646 -0.635
O 2.532 -1.637 2.004
C 0.357 1.958 4.666
H 0.026 2.658 5.422
O -4.061 -0.251 -2.537
O 6.687 0.646 -4.376
H 1.251 0.599 6.069
H -1.956 -2.656 -0.458
C 1.427 -0.088 4.049
N -6.883 -0.248 2.430
S -1.820 -0.980 1.786
H 4.906 -0.712 -1.070
N -1.470 -2.134 -1.198
C 6.215 0.064 -3.437
C 0.435 1.299 2.345
C 0.070 2.206 3.337
H 6.500 -1.133 -1.976
C 2.905 -0.300 -1.590
C 2.015 0.193 -2.541
S 0.265 0.315 -2.346
H -3.094 -2.424 -2.410
C 2.526 0.646 -3.764
H -0.474 3.097 3.056
N -2.407 -1.721 -2.173
O -2.370 0.336 -1.190
C -5.731 -0.245 2.427
C 4.768 0.090 -3.083
N -3.275 1.307 4.244
S -4.294 -1.966 0.361
H 1.845 1.044 -4.505
C 1.580 -0.930 1.758
O 7.026 -0.680 -2.644
C -2.967 -0.510 -1.873
C -3.707 0.606 3.437
H -5.614 1.014 -2.800
H -5.101 0.801 -1.096
C 1.121 0.135 2.708
C -3.572 -0.992 1.557
C -4.304 -0.236 2.453
S 0.047 1.746 0.675
```

The HOMO energy (spin up / spin down) is -0.1965 / -0.1964 Eh. Its spin multiplicity is 4. Its HOMO-LUMO gap (spin up / spin down) is 7.439 / 6.297 eV. As for the total charge: -1. As for the total energy: -84772.8297 eV. As for the LUMO energy (spin up / spin down): 2.09 / 0.95 eV. The energy relative to the best compared isomer or geometry (same formula, charge and spin) is 99.00 kJ/mol.


Formula: C20H15N4OsS2
Source: OMol25
Level of theory: wB97M-V/def2-TZVPD

Structure (XYZ):
```
42
C20H15N4OsS2 wB97M-V/def2-TZVPD
C -0.249 3.377 1.047
H 1.572 -2.456 0.750
C -3.171 -0.959 -0.215
C -2.453 -1.340 -1.377
C 2.544 0.018 2.981
H 0.902 5.743 3.233
H 1.075 -0.172 -3.824
H -5.004 -1.184 0.896
C -1.151 4.115 0.292
C -4.451 -1.476 0.011
H 1.926 3.033 3.387
C -0.561 6.021 1.673
N 0.132 2.028 0.966
C 0.342 5.286 2.428
H 3.028 0.531 3.800
Os -0.467 0.529 -0.226
C -4.319 -2.722 -2.045
H 0.945 0.480 -2.218
C -3.017 -2.208 -2.305
H -1.982 6.071 0.069
C 1.067 1.819 1.949
N -1.202 -0.808 -1.565
C -2.262 -2.507 -3.461
S 2.845 -1.621 2.667
C 0.472 3.958 2.086
N 1.281 2.928 2.613
N 1.204 -0.416 1.154
H -0.443 -2.157 -4.537
H -4.767 -3.401 -2.762
H 1.635 -1.145 -2.462
C 1.763 -1.580 1.355
H -0.699 7.069 1.902
H -1.713 3.672 -0.522
C -1.020 -1.946 -3.646
H -2.674 -3.172 -4.212
S -2.439 0.139 0.874
C 1.646 0.506 2.087
C -0.498 -1.091 -2.680
H -6.002 -2.760 -0.729
C -5.012 -2.363 -0.909
C 0.854 -0.459 -2.796
C -1.294 5.450 0.626
```

The HOMO energy (spin up / spin down) is -0.6471 / -0.6486 Eh. Its spin multiplicity is 5. Its HOMO-LUMO gap (spin up / spin down) is 6.698 / 5.239 eV. As for the total charge: +3. As for the total energy: -51054.0817 eV. As for the LUMO energy (spin up / spin down): -10.91 / -12.41 eV.


Formula: C20H16BrFIrN4O4
Source: OMol25
Level of theory: wB97M-V/def2-TZVPD

Structure (XYZ):
```
47
C20H16BrFIrN4O4 wB97M-V/def2-TZVPD
H 5.676 0.644 -0.975
C 1.598 0.920 2.787
O -3.804 0.484 0.148
H -4.754 1.048 -2.077
C 1.930 3.076 3.712
C -4.312 -2.587 -1.520
H -3.777 -1.480 1.546
H 2.291 3.697 4.520
C -3.410 -2.091 0.721
N 4.128 -0.768 -1.139
C 0.306 3.407 0.371
C 4.159 -2.119 -0.909
H -0.430 0.579 -1.340
H -4.163 -3.634 -1.297
C 0.873 2.845 1.539
Ir 0.435 -1.363 0.814
C 2.974 -2.437 -0.327
N -4.645 0.054 -1.928
C -0.049 1.193 -0.534
H 2.654 0.733 -0.764
C -4.761 -2.186 -2.708
C 0.463 0.614 0.594
C -4.973 -0.768 -3.011
H 5.926 -0.638 -2.172
C -0.129 2.600 -0.640
N -4.038 -1.680 -0.508
O -1.202 -2.133 1.737
H 0.225 4.484 0.293
H 4.784 0.667 -2.516
N 2.224 -1.288 -0.205
C 5.193 0.033 -1.734
C 2.952 -0.300 -0.700
C 1.357 3.641 2.608
H 2.607 -3.397 -0.009
Br 1.818 -0.990 2.825
F -5.042 -3.058 -3.671
O -1.310 -1.488 -0.344
C -4.141 -0.310 -0.703
H -3.638 -3.133 0.946
H 1.267 4.717 2.535
H 5.002 -2.729 -1.181
H 2.551 1.226 4.670
O -5.371 -0.320 -4.052
H -0.558 3.034 -1.534
C 0.964 1.434 1.639
C -1.923 -1.905 0.683
C 2.074 1.674 3.809
```

The HOMO energy is -0.4086 Eh. Its HOMO-LUMO gap is 7.746 eV. As for the total charge: +1. As for the total energy: -110744.1131 eV. As for the LUMO energy: -3.37 eV. The energy relative to the best compared isomer or geometry (same formula, charge and spin) is 53.02 kJ/mol.


Formula: C20H16Cl2N3O4RuS
Source: OMol25
Level of theory: wB97M-V/def2-TZVPD

Structure (XYZ):
```
47
C20H16Cl2N3O4RuS wB97M-V/def2-TZVPD
C -1.243 1.972 -0.954
Ru -0.967 -0.210 1.395
C 1.855 3.973 -1.811
H 2.059 5.436 -3.367
C 2.678 -2.552 -0.735
C -2.244 -2.220 3.271
H 0.845 0.290 -1.046
H -0.244 5.125 -4.210
O 1.139 1.739 4.643
C 1.644 -0.415 -1.230
H 4.438 -2.994 -1.836
H -4.277 0.589 -0.546
O -1.973 3.490 -3.284
C -2.322 -3.427 3.960
C 2.631 -0.151 -2.149
H -2.964 -1.443 3.504
N 0.687 -1.813 0.426
C 3.653 -2.274 -1.662
C 0.119 4.563 -3.364
H -2.424 2.787 -2.751
C 3.646 -1.076 -2.368
C 1.401 4.725 -2.890
H 0.365 -4.973 2.606
H -3.116 -3.593 4.671
C -0.751 3.646 -2.766
C -1.371 -4.415 3.729
H 2.660 -3.475 -0.177
C -0.375 -4.217 2.805
O -0.813 1.453 0.123
Cl -3.599 0.765 1.719
C -0.310 2.919 -1.642
N 0.638 -2.889 1.141
H 2.619 0.781 -2.696
C -0.304 -3.017 2.074
C -4.069 -0.123 0.257
C 1.654 -1.612 -0.491
S 1.421 0.914 3.480
H -1.411 -5.340 4.284
C -1.245 -1.973 2.352
H 4.424 -0.870 -3.087
O -2.366 1.728 -1.428
H -4.911 -0.780 0.481
H 1.345 2.511 -0.342
C 0.999 3.088 -1.189
N 0.184 0.375 2.793
H 2.871 4.083 -1.465
Cl -2.675 -1.099 -0.229
```

The HOMO energy (spin up / spin down) is -0.3020 / -0.3020 Eh. Its spin multiplicity is 2. Its HOMO-LUMO gap (spin up / spin down) is 6.475 / 6.327 eV. As for the total charge: 0. As for the total energy: -72119.0151 eV. As for the LUMO energy (spin up / spin down): -1.74 / -1.89 eV. The energy relative to the best compared isomer or geometry (same formula, charge and spin) is 203.53 kJ/mol.


Formula: C20H16F2N2O3S
Source: OMol25
Level of theory: wB97M-V/def2-TZVPD

Structure (XYZ):
```
44
C20H16F2N2O3S wB97M-V/def2-TZVPD
N 1.916 -0.583 1.188
H 4.961 2.448 0.708
O -3.597 1.844 2.164
H -0.328 4.907 -0.607
C -0.225 0.175 1.643
H 0.779 3.122 0.953
C 0.306 -4.805 3.061
H 4.196 -0.536 -0.110
C 4.241 0.573 -0.287
C -0.017 2.477 0.653
H 4.477 1.048 1.896
F -0.723 5.603 -3.074
F -0.678 -1.439 4.240
N 0.696 -0.897 1.695
C 0.940 -3.238 1.414
H 0.008 0.689 -1.454
C -0.173 1.701 -1.794
C -0.505 4.326 -2.633
C 1.847 0.659 0.792
C 0.898 -4.535 1.863
H 1.228 -5.379 1.278
H -1.072 3.069 2.502
C -0.334 1.928 -3.166
C -0.168 -3.779 3.911
H 0.237 -5.837 3.425
H 1.337 -3.026 0.440
H 4.659 0.897 -1.243
H -0.646 -3.974 4.885
C -0.224 2.719 -0.835
O -1.566 0.237 1.953
C 0.498 1.133 1.033
H -1.785 3.716 0.966
H -0.292 1.116 -3.874
C 0.515 -2.187 2.247
C -0.503 3.277 -3.584
H -0.670 3.476 -4.642
C -0.349 4.054 -1.279
C -0.088 -2.443 3.512
H 2.698 2.238 -0.376
C -1.262 2.846 1.417
C 3.011 1.390 0.213
O -2.890 1.226 -0.056
C 4.367 1.535 0.911
S -2.436 1.513 1.333
```

Its SMILES is O=S1(=O)C[C@H](c2cccc(F)c2)c2c(C3CC3)nn(-c3ccccc3F)c2O1. The HOMO energy is -0.3257 Eh. Its HOMO-LUMO gap is 9.290 eV. As for the total charge: 0. As for the total energy: -46389.5163 eV. As for the LUMO energy: 0.43 eV.


Please write out number 3 again, unchanged.
Formula: C20H16BrFIrN4O4
Source: OMol25
Level of theory: wB97M-V/def2-TZVPD

Structure (XYZ):
```
47
C20H16BrFIrN4O4 wB97M-V/def2-TZVPD
H 5.676 0.644 -0.975
C 1.598 0.920 2.787
O -3.804 0.484 0.148
H -4.754 1.048 -2.077
C 1.930 3.076 3.712
C -4.312 -2.587 -1.520
H -3.777 -1.480 1.546
H 2.291 3.697 4.520
C -3.410 -2.091 0.721
N 4.128 -0.768 -1.139
C 0.306 3.407 0.371
C 4.159 -2.119 -0.909
H -0.430 0.579 -1.340
H -4.163 -3.634 -1.297
C 0.873 2.845 1.539
Ir 0.435 -1.363 0.814
C 2.974 -2.437 -0.327
N -4.645 0.054 -1.928
C -0.049 1.193 -0.534
H 2.654 0.733 -0.764
C -4.761 -2.186 -2.708
C 0.463 0.614 0.594
C -4.973 -0.768 -3.011
H 5.926 -0.638 -2.172
C -0.129 2.600 -0.640
N -4.038 -1.680 -0.508
O -1.202 -2.133 1.737
H 0.225 4.484 0.293
H 4.784 0.667 -2.516
N 2.224 -1.288 -0.205
C 5.193 0.033 -1.734
C 2.952 -0.300 -0.700
C 1.357 3.641 2.608
H 2.607 -3.397 -0.009
Br 1.818 -0.990 2.825
F -5.042 -3.058 -3.671
O -1.310 -1.488 -0.344
C -4.141 -0.310 -0.703
H -3.638 -3.133 0.946
H 1.267 4.717 2.535
H 5.002 -2.729 -1.181
H 2.551 1.226 4.670
O -5.371 -0.320 -4.052
H -0.558 3.034 -1.534
C 0.964 1.434 1.639
C -1.923 -1.905 0.683
C 2.074 1.674 3.809
```

The HOMO energy is -0.4086 Eh. Its HOMO-LUMO gap is 7.746 eV. As for the total charge: +1. As for the total energy: -110744.1131 eV. As for the LUMO energy: -3.37 eV. The energy relative to the best compared isomer or geometry (same formula, charge and spin) is 53.02 kJ/mol.


What is the total charge in the fourth record?
0